Molecular formula: C20H36BN8O4Pt
Method: DFT, ωB97M-V/def2-TZVPD

Cartesian coordinates (Å):
Pt (0.56, -0.41, 0.17)
C (-0.04, -4.58, 3.62)
N (0.75, -4.00, 2.53)
C (1.99, -4.70, 2.18)
C (0.36, -2.94, 1.86)
O (1.09, -2.39, 0.99)
C (-1.02, -2.38, 2.15)
O (-1.39, -1.39, 1.19)
C (-2.33, -1.77, 0.20)
C (-1.67, -1.85, -1.17)
O (-0.48, -1.46, -1.32)
N (-2.36, -2.32, -2.18)
C (-1.75, -2.45, -3.50)
C (-3.78, -2.68, -2.13)
H (0.61, -5.23, 4.21)
H (-0.86, -5.19, 3.24)
H (-0.44, -3.81, 4.28)
H (2.67, -4.71, 3.03)
H (2.47, -4.20, 1.34)
H (1.76, -5.72, 1.90)
H (-1.01, -1.89, 3.13)
H (-1.75, -3.18, 2.19)
H (-3.11, -1.01, 0.17)
H (-2.78, -2.73, 0.45)
H (-0.67, -2.37, -3.42)
H (-2.12, -1.69, -4.18)
H (-2.00, -3.43, -3.92)
H (-4.19, -2.65, -1.13)
H (-3.91, -3.69, -2.53)
H (-4.35, -2.01, -2.76)
B (3.78, 1.10, 0.94)
N (3.44, 0.55, -0.45)
C (4.29, 0.51, -1.47)
C (3.69, -0.11, -2.56)
C (2.42, -0.45, -2.11)
N (2.29, -0.02, -0.84)
N (2.60, 1.03, 1.93)
C (2.69, 1.42, 3.20)
C (1.47, 1.21, 3.83)
C (0.66, 0.67, 2.86)
N (1.36, 0.57, 1.71)
H (4.74, 0.53, 1.41)
H (4.21, 2.23, 0.85)
H (5.28, 0.93, -1.38)
H (4.11, -0.30, -3.53)
H (1.63, -0.97, -2.61)
H (3.61, 1.83, 3.59)
H (1.21, 1.42, 4.86)
H (-0.37, 0.35, 2.91)
C (-1.71, 3.13, 1.41)
N (-1.43, 3.53, 0.05)
C (-1.68, 4.93, -0.29)
C (-1.94, 5.08, -1.78)
C (-0.78, 4.45, -2.52)
N (-0.57, 3.07, -2.07)
C (0.09, 2.18, -3.00)
C (-0.93, 2.60, -0.83)
O (-0.82, 1.41, -0.53)
H (-1.00, 3.61, 2.09)
H (-1.62, 2.05, 1.50)
H (-2.71, 3.45, 1.69)
H (-0.81, 5.53, 0.00)
H (-2.53, 5.28, 0.30)
H (-2.02, 6.13, -2.04)
H (-2.88, 4.59, -2.05)
H (0.14, 5.02, -2.34)
H (-0.95, 4.44, -3.59)
H (1.12, 2.53, -3.17)
H (-0.44, 2.19, -3.96)
H (0.11, 1.17, -2.60)

As for the frontier orbital gap (alpha / beta): 4.1 / 3.8 eV. Its HOMO energy (alpha / beta) is -16.64 / -16.64 eV. The net charge is +3.

---

Molecular formula: C20H36CaCl2N4O2Si
Method: DFT, ωB97M-V/def2-TZVPD

Cartesian coordinates (Å):
Ca (-0.26, 0.35, -1.01)
C (1.24, 0.87, 2.43)
C (-0.05, 0.08, 2.65)
N (-0.99, 0.07, 1.51)
C (-2.19, 0.88, 1.73)
C (-1.91, 2.35, 1.51)
N (-1.60, 2.61, 0.11)
C (-1.22, 4.02, -0.12)
C (0.28, 4.27, -0.05)
C (1.03, 3.93, -1.32)
N (1.08, 2.50, -1.65)
C (2.41, 1.90, -1.71)
C (2.87, 1.49, -0.33)
N (2.10, 0.32, 0.15)
C (2.27, 0.11, 1.60)
H (1.67, 1.10, 3.40)
H (1.02, 1.83, 1.96)
H (-0.57, 0.46, 3.54)
H (0.21, -0.96, 2.86)
H (-1.28, -0.90, 1.36)
H (-2.61, 0.72, 2.73)
H (-2.96, 0.55, 1.02)
H (-1.05, 2.65, 2.12)
H (-2.76, 2.95, 1.86)
H (-2.44, 2.43, -0.43)
H (-1.74, 4.66, 0.61)
H (-1.60, 4.32, -1.10)
H (0.70, 3.71, 0.80)
H (0.44, 5.33, 0.17)
H (2.05, 4.32, -1.27)
H (0.55, 4.46, -2.15)
H (0.61, 2.33, -2.53)
H (3.15, 2.56, -2.19)
H (2.35, 1.02, -2.36)
H (2.71, 2.30, 0.38)
H (3.95, 1.27, -0.32)
H (2.45, -0.51, -0.32)
H (3.28, 0.39, 1.90)
H (2.16, -0.96, 1.78)
C (-2.61, -3.19, -0.70)
Si (-0.85, -2.51, -0.95)
C (-0.16, -3.61, -2.33)
C (0.04, -3.18, 0.62)
C (-0.64, -3.43, 1.83)
C (0.02, -3.80, 2.99)
C (1.40, -3.96, 2.99)
C (2.10, -3.76, 1.81)
C (1.43, -3.37, 0.66)
H (-2.61, -4.25, -0.43)
H (-3.17, -3.09, -1.64)
H (-3.20, -2.65, 0.05)
H (-0.33, -4.67, -2.13)
H (0.92, -3.46, -2.48)
H (-0.63, -3.36, -3.29)
H (-1.72, -3.34, 1.85)
H (-0.54, -3.98, 3.90)
H (1.92, -4.27, 3.89)
H (3.18, -3.90, 1.78)
H (2.01, -3.23, -0.26)
Cl (-2.80, 1.09, -2.62)
C (-2.25, -0.20, -3.83)
Cl (-3.28, -0.12, -5.24)
C (-0.73, -0.14, -4.13)
O (-0.34, -0.68, -5.14)
O (-0.04, 0.42, -3.20)
H (-2.45, -1.14, -3.31)

The calculation puts the energy relative to the best compared isomer or geometry (same formula, charge and spin) at 5.94 kcal per mole. As for the frontier orbital gap: 6.8 eV. Its HOMO energy is -6.49 eV.

---

Molecular formula: C20H36GeMoN4O3S
Method: DFT, ωB97M-V/def2-TZVPD

Cartesian coordinates (Å):
Mo (-0.45, 0.17, -0.50)
C (3.51, -1.08, 1.77)
C (2.30, -0.17, 1.95)
C (2.74, 1.20, 2.44)
C (1.25, -0.79, 2.84)
O (1.64, 0.06, 0.61)
Ge (2.64, 0.10, -0.92)
O (1.03, 1.07, -1.55)
C (1.22, 2.01, -2.77)
C (0.97, 1.19, -4.02)
C (2.66, 2.49, -2.69)
C (0.25, 3.16, -2.58)
O (-0.14, -1.55, -0.73)
C (-0.21, -3.07, -0.76)
C (-0.91, -3.39, -2.06)
C (1.23, -3.54, -0.75)
C (-0.98, -3.50, 0.46)
H (3.94, -1.30, 2.75)
H (3.24, -2.03, 1.31)
H (4.30, -0.60, 1.19)
H (3.25, 1.09, 3.40)
H (3.43, 1.67, 1.75)
H (1.88, 1.86, 2.60)
H (1.66, -0.94, 3.84)
H (0.37, -0.14, 2.93)
H (0.94, -1.77, 2.46)
H (1.47, 0.22, -3.96)
H (-0.08, 1.04, -4.22)
H (1.40, 1.72, -4.88)
H (3.38, 1.72, -2.97)
H (2.79, 3.30, -3.42)
H (2.90, 2.91, -1.71)
H (-0.77, 2.82, -2.46)
H (0.54, 3.78, -1.73)
H (0.28, 3.79, -3.47)
H (-0.43, -2.90, -2.91)
H (-0.85, -4.46, -2.22)
H (-1.97, -3.11, -2.03)
H (1.78, -3.14, -1.61)
H (1.72, -3.26, 0.18)
H (1.26, -4.62, -0.82)
H (-2.00, -3.10, 0.45)
H (-1.06, -4.59, 0.44)
H (-0.47, -3.23, 1.38)
C (-3.84, -0.37, 2.25)
C (-2.64, 0.12, 1.54)
N (-2.33, -0.28, 0.34)
N (-3.22, -1.05, -0.36)
C (-3.17, -0.79, -1.63)
N (-3.95, -1.37, -2.52)
S (-1.98, 0.42, -2.23)
C (-1.77, 1.22, 1.98)
C (-1.98, 1.97, 3.11)
C (-1.24, 3.14, 3.31)
C (-0.31, 3.51, 2.36)
C (-0.11, 2.69, 1.26)
N (-0.82, 1.57, 1.07)
H (-4.72, -0.23, 1.62)
H (-3.75, -1.45, 2.40)
H (-3.99, 0.11, 3.21)
H (-4.69, -1.99, -2.21)
H (-3.94, -1.10, -3.49)
H (-2.73, 1.67, 3.83)
H (-1.41, 3.75, 4.19)
H (0.27, 4.42, 2.46)
H (0.63, 2.93, 0.51)

Its expectation value of S² is 0.76. As for the frontier orbital gap (alpha / beta): 6.3 / 6.6 eV. As for the multiplicity: 2. Its HOMO energy (alpha / beta) is -17.98 / -18.05 eV. The net charge is +3.

---

Molecular formula: C20H36IrN6O2S2Se2
Method: DFT, ωB97M-V/def2-TZVPD

Cartesian coordinates (Å):
Ir (-0.24, 0.15, 0.30)
C (1.92, -1.39, 2.73)
Se (1.01, 0.30, 2.45)
C (-0.49, 0.05, 3.69)
C (-1.42, -1.06, 3.27)
Se (-2.19, -0.63, 1.51)
C (-2.59, -2.43, 0.92)
H (2.34, -1.37, 3.73)
H (2.74, -1.44, 2.01)
H (1.25, -2.24, 2.62)
H (-0.99, 1.02, 3.72)
H (-0.06, -0.14, 4.68)
H (-2.24, -1.17, 3.97)
H (-0.91, -2.02, 3.18)
H (-3.44, -2.78, 1.49)
H (-1.74, -3.09, 1.08)
H (-2.85, -2.37, -0.14)
C (1.34, -4.31, -1.82)
C (0.41, -3.26, -2.28)
N (-0.24, -3.23, -3.40)
N (-0.97, -2.07, -3.37)
C (-0.80, -1.38, -2.26)
S (-1.44, 0.11, -1.75)
N (0.06, -2.13, -1.54)
N (0.58, -1.69, -0.30)
H (1.49, -5.02, -2.63)
H (0.94, -4.86, -0.97)
H (2.31, -3.89, -1.55)
H (-1.55, -1.84, -4.16)
H (1.57, -1.47, -0.45)
H (0.51, -2.46, 0.36)
C (3.10, 2.53, -1.76)
S (1.51, 1.74, -1.90)
O (1.53, 0.82, -0.63)
C (1.78, 0.66, -3.27)
C (1.04, 0.90, -4.42)
C (1.25, 0.09, -5.53)
C (2.16, -0.96, -5.47)
C (2.88, -1.20, -4.30)
C (2.70, -0.38, -3.20)
H (3.88, 1.78, -1.69)
H (3.08, 3.17, -0.88)
H (3.23, 3.14, -2.66)
H (0.33, 1.72, -4.46)
H (0.71, 0.28, -6.45)
H (2.32, -1.58, -6.34)
H (3.61, -1.99, -4.28)
H (3.30, -0.53, -2.30)
C (-3.52, 2.23, 0.23)
N (-2.78, 2.89, 1.30)
C (-3.60, 3.70, 2.23)
C (-2.84, 4.94, 2.65)
C (-1.50, 4.52, 3.20)
N (-0.80, 3.63, 2.26)
C (0.66, 3.69, 2.31)
C (-1.45, 2.86, 1.38)
O (-0.74, 2.14, 0.56)
H (-4.19, 2.96, -0.23)
H (-4.13, 1.41, 0.62)
H (-2.84, 1.87, -0.52)
H (-3.87, 3.09, 3.10)
H (-4.52, 3.96, 1.71)
H (-3.40, 5.49, 3.40)
H (-2.70, 5.59, 1.79)
H (-1.60, 4.01, 4.16)
H (-0.86, 5.39, 3.36)
H (0.97, 4.73, 2.23)
H (1.09, 3.12, 1.50)
H (1.02, 3.31, 3.27)

The calculation puts the energy relative to the best compared isomer or geometry (same formula, charge and spin) at 0.00 kcal per mole. As for the frontier orbital gap: 8.5 eV. Its HOMO energy is -17.03 eV. The net charge is +3.

---

Molecular formula: C20H36MnNOP2
Method: DFT, ωB97M-V/def2-TZVPD

Cartesian coordinates (Å):
P (3.04, 0.35, -2.10)
P (0.39, -0.41, -3.56)
C (3.19, -0.31, -3.86)
C (1.92, -0.06, -4.64)
H (3.46, -1.38, -3.80)
H (4.03, 0.23, -4.33)
H (1.84, 0.97, -5.03)
H (1.87, -0.74, -5.50)
C (0.32, -2.18, -4.09)
H (-0.65, -2.61, -3.82)
H (1.13, -2.75, -3.62)
H (0.44, -2.22, -5.18)
C (-0.71, 0.29, -4.87)
H (-0.48, -0.21, -5.82)
H (-0.52, 1.36, -4.97)
H (-1.75, 0.12, -4.60)
C (4.62, -0.41, -1.60)
H (4.90, -0.07, -0.60)
H (5.39, -0.10, -2.33)
H (4.52, -1.50, -1.62)
C (3.65, 2.03, -2.57)
H (2.90, 2.56, -3.16)
H (4.55, 1.89, -3.18)
H (3.91, 2.60, -1.67)
Mn (-0.97, 0.41, 2.14)
C (-1.77, 0.48, -0.02)
C (-1.49, -0.87, 0.20)
C (-0.23, -1.58, -0.19)
C (0.94, -1.55, 0.83)
C (1.13, -0.27, 1.60)
C (0.97, 1.05, 1.14)
C (0.62, 1.46, -0.26)
C (-0.88, 1.53, -0.64)
C (-0.53, 0.97, 4.04)
H (-2.84, 0.75, -0.05)
H (-2.33, -1.52, 0.45)
H (0.13, -1.21, -1.18)
H (-0.50, -2.65, -0.34)
H (0.78, -2.36, 1.56)
H (1.89, -1.83, 0.33)
H (1.72, -0.37, 2.51)
H (1.45, 1.83, 1.73)
H (1.13, 0.78, -0.98)
H (1.07, 2.47, -0.43)
H (-1.24, 2.53, -0.33)
H (-0.99, 1.52, -1.74)
H (-1.20, 1.79, 4.32)
H (0.53, 1.28, 4.09)
H (-0.70, 0.08, 4.68)
O (-2.93, 0.08, 2.87)
N (-3.56, -0.08, 4.03)
C (-3.48, -1.28, 4.68)
C (-3.96, -1.39, 5.98)
C (-4.52, -0.27, 6.60)
C (-4.72, 0.91, 5.86)
C (-4.23, 0.98, 4.57)
H (-3.00, -2.10, 4.14)
H (-3.88, -2.36, 6.48)
H (-4.82, -0.31, 7.65)
H (-5.26, 1.77, 6.26)
H (-4.29, 1.88, 3.95)

The calculation puts the energy relative to the best compared isomer or geometry (same formula, charge and spin) at 0.00 kcal per mole. Its expectation value of S² is 12.03. As for the frontier orbital gap (alpha / beta): 4.0 / 7.4 eV. As for the multiplicity: 7. Its HOMO energy (alpha / beta) is -3.97 / -7.39 eV.

---

Molecular formula: C20H36NO3OsP2
Method: DFT, ωB97M-V/def2-TZVPD

Cartesian coordinates (Å):
C (4.00, -0.60, 0.34)
C (2.76, -0.07, 0.01)
N (1.63, -0.82, 0.10)
C (1.72, -2.10, 0.54)
C (2.94, -2.68, 0.85)
C (4.12, -1.93, 0.76)
C (2.64, 1.26, -0.64)
P (0.90, 1.93, -0.60)
Os (-0.34, 0.09, -0.15)
P (-1.00, -2.13, -0.19)
C (0.44, -2.89, 0.66)
C (-2.12, 1.02, -0.80)
C (-2.75, 1.88, 0.14)
C (-4.03, 2.37, -0.16)
C (-4.65, 2.03, -1.39)
C (-3.99, 1.23, -2.29)
C (-2.72, 0.74, -2.01)
O (3.08, 0.65, -3.45)
O (1.34, -1.48, -2.86)
H (4.87, 0.05, 0.27)
H (2.94, -3.74, 1.12)
H (5.08, -2.37, 1.01)
C (0.80, 3.14, 0.75)
C (0.82, 2.91, -2.11)
H (0.58, -3.88, 0.20)
H (0.17, -3.06, 1.72)
H (2.89, 1.20, -1.67)
H (3.41, 1.98, -0.29)
C (-2.48, -2.36, 0.78)
C (-1.17, -3.06, -1.73)
H (-2.24, 2.13, 1.10)
H (-4.52, 3.01, 0.59)
H (-5.64, 2.44, -1.58)
H (-4.45, 0.98, -3.22)
H (-2.20, 0.12, -2.73)
H (0.95, -0.61, -2.65)
H (1.04, -1.46, -3.79)
H (2.73, -0.21, -3.16)
H (4.02, 0.44, -3.30)
H (-0.69, -0.70, -1.52)
H (1.52, 3.97, 0.62)
H (-0.23, 3.53, 0.69)
H (0.94, 2.64, 1.71)
H (1.38, 3.86, -2.03)
H (1.21, 2.37, -2.98)
H (-0.23, 3.15, -2.28)
H (-1.26, -4.12, -1.47)
H (-2.08, -2.70, -2.23)
H (-0.30, -2.88, -2.36)
H (-2.64, -3.44, 0.90)
H (-2.39, -1.88, 1.75)
H (-3.32, -1.92, 0.22)
C (0.89, 0.62, 3.53)
C (-0.31, -0.14, 3.02)
C (-1.50, -0.04, 3.96)
O (-0.75, 0.40, 1.78)
H (0.65, 1.68, 3.68)
H (1.74, 0.54, 2.83)
H (1.21, 0.20, 4.49)
H (-0.04, -1.21, 2.91)
H (-1.87, 1.00, 4.01)
H (-2.32, -0.69, 3.62)
H (-1.20, -0.36, 4.97)

The calculation puts the energy relative to the best compared isomer or geometry (same formula, charge and spin) at 0.00 kcal per mole. Its expectation value of S² is 6.05. As for the frontier orbital gap (alpha / beta): 4.9 / 5.4 eV. As for the multiplicity: 5. Its HOMO energy (alpha / beta) is -7.13 / -11.20 eV. The net charge is +1.

---

no.,E (eV)
1,-45330.5039
2,-82744.2077
3,-102609.7615
4,-189538.8602
5,-74752.4366
6,-49992.5616